1.
{
  "formula": "C3H8N2S",
  "method": "ωB97M-V/def2-TZVPD",
  "e_above_lowest_kj_mol": 251.9,
  "homo_energy_ev": -8.54,
  "homo_lumo_gap_ha": 0.3484,
  "total_energy_ha": -626.7273,
  "smiles": "C=NSCCN",
  "symbols": ["C", "C", "C", "N", "N", "S", "H", "H", "H", "H", "H", "H", "H", "H"],
  "xyz": [[-3.16148, -0.58807, -0.22912], [0.85187, 0.01430, -0.42076], [0.21816, 0.88910, 0.62719], [2.08492, -0.47485, 0.23670], [-2.04808, -0.24186, 0.22899], [-1.47114, 1.32996, 0.02208], [-3.40453, -1.58881, 0.19530], [-3.85869, 0.06828, -0.86424], [2.69124, 0.27992, 0.54631], [0.39319, -0.90800, -0.69188], [1.22490, 0.73639, -1.31118], [0.56665, 1.89163, 0.89536], [-0.01733, 0.39431, 1.49759], [2.72847, -0.99778, -0.34115]],
  "forces_ev_per_angstrom": [[-1.315, -0.438, 0.073], [4.492, 2.655, -0.562], [-2.461, 1.433, -2.156], [1.034, -0.061, 0.578], [0.537, 0.727, 0.219], [0.385, -0.109, -0.053], [-0.670, 0.590, -1.108], [0.874, -1.107, 0.934], [-0.432, 0.227, 0.157], [-1.319, 0.040, -0.488], [-1.598, -1.810, 1.333], [1.026, -0.415, -0.480], [-0.083, -1.359, 2.029], [-0.470, -0.374, -0.476]]
}

---

2.
{
  "formula": "C13H11F5N7O8PbS",
  "method": "ωB97M-V/def2-TZVPD",
  "e_above_lowest_kj_mol": 39.4,
  "total_charge": -1,
  "homo_energy_ev": -6.18,
  "homo_lumo_gap_ha": 0.3111,
  "total_energy_ha": -2577.5348,
  "symbols": ["Pb", "O", "C", "O", "C", "O", "C", "C", "O", "O", "H", "H", "H", "H", "H", "N", "N", "C", "N", "N", "N", "O", "O", "H", "H", "H", "H", "H", "F", "C", "C", "F", "C", "F", "C", "O", "C", "F", "C", "F", "S", "C", "N", "N", "C", "H"],
  "xyz": [[5.45828, 10.67546, 7.22036], [7.79533, 12.88396, 8.41208], [7.28755, 14.11931, 8.26782], [7.66724, 15.06168, 8.93165], [6.18951, 14.22717, 7.24230], [6.43442, 13.24041, 6.19166], [5.47628, 13.43976, 5.04945], [4.11094, 12.92439, 5.46779], [3.17193, 13.35032, 4.83204], [3.98590, 12.17685, 6.50233], [8.35700, 12.82765, 9.22816], [5.15731, 14.19722, 7.64882], [6.39960, 15.23481, 6.86319], [5.47698, 14.51242, 4.69048], [5.88672, 12.91359, 4.26114], [3.90551, 12.00450, 10.22063], [4.57053, 10.80718, 10.59740], [5.88122, 10.62407, 10.81075], [6.32815, 9.38873, 10.85149], [6.56564, 11.77872, 10.88811], [7.81592, 11.70676, 11.40317], [8.20021, 10.83463, 12.18205], [8.65508, 12.52317, 11.02006], [4.07398, 12.12305, 9.22806], [4.41482, 12.75765, 10.62785], [4.05932, 9.91514, 10.48439], [5.67546, 8.62267, 10.82455], [7.10640, 9.24496, 11.53714], [8.31415, 5.10975, 8.72771], [7.62219, 5.88201, 7.88399], [8.11028, 7.10598, 7.60508], [9.29209, 7.44025, 8.12145], [7.44706, 7.97456, 6.69432], [8.00432, 9.12753, 6.38410], [6.26795, 7.58888, 6.07707], [5.73250, 8.33904, 5.10124], [5.74288, 6.31272, 6.41446], [4.67543, 5.86185, 5.79025], [6.41501, 5.51996, 7.29107], [5.87039, 4.33390, 7.60584], [3.31351, 8.86224, 7.28265], [3.51248, 8.27818, 8.83639], [3.70998, 7.92583, 9.93564], [5.61942, 10.29576, 3.95796], [5.72570, 9.78572, 5.07729], [5.55512, 9.52650, 3.21113]],
  "forces_ev_per_angstrom": [[0.249, 0.375, 0.184], [-0.113, 0.184, -0.279], [0.626, -0.558, 1.578], [-0.466, -0.338, -0.585], [0.826, -0.220, -1.360], [-1.287, 1.256, -0.364], [1.024, 1.453, 2.765], [-0.568, 1.049, -0.577], [-0.598, 0.145, -0.586], [0.378, -0.646, 0.524], [-0.428, 0.419, -0.212], [0.616, -0.232, -0.034], [-0.542, -0.077, -0.328], [-0.337, -0.966, 0.886], [0.672, -1.558, -1.494], [0.276, -1.045, -0.171], [-0.653, -1.355, -0.223], [-1.021, 2.625, 0.017], [2.180, -1.606, 1.712], [0.723, -0.225, 0.614], [1.400, -0.628, -0.834], [-1.069, -0.536, 0.490], [-0.697, 0.771, -0.351], [-0.273, 0.038, -0.395], [0.430, 0.600, 0.728], [-0.170, 0.986, -0.036], [-0.501, -0.057, -0.285], [-0.791, 0.332, -1.121], [-0.451, -0.348, -0.106], [-0.517, -0.297, 0.145], [0.196, 1.716, -1.140], [0.094, 0.406, 0.041], [0.098, -1.731, 1.094], [0.669, 0.706, -0.132], [0.244, 0.199, 0.206], [-0.378, -0.783, -0.604], [0.759, 1.598, -0.690], [-0.547, -0.168, -0.070], [-0.157, -1.309, 0.798], [0.161, -0.094, -0.026], [-0.222, -0.198, 0.219], [0.389, 0.021, 0.481], [-0.111, 0.207, -0.694], [-0.337, -0.617, -2.230], [-0.013, -0.759, 1.396], [0.234, 1.266, 1.050]]
}

---

3.
{
  "formula": "C36H58O18",
  "method": "ωB97M-V/def2-TZVPD",
  "e_above_lowest_kj_mol": 314.2,
  "homo_energy_ev": -10.00,
  "homo_lumo_gap_ha": 0.3625,
  "total_energy_ha": -2760.7466,
  "smiles": "CCOC(C)=O.CCOC(C)=O.O=C1CCCO1.O=C1CCCO1.O=C1CCCO1.O=C1CCCO1.O=C1CCCO1.O=C1CCCO1.O=C1CCCO1",
  "symbols": ["O", "C", "O", "C", "C", "C", "H", "H", "H", "H", "H", "H", "H", "H", "O", "C", "O", "C", "C", "C", "H", "H", "H", "H", "H", "H", "H", "H", "O", "C", "O", "C", "C", "C", "H", "H", "H", "H", "H", "H", "O", "C", "O", "C", "C", "C", "H", "H", "H", "H", "H", "H", "O", "C", "O", "C", "C", "C", "H", "H", "H", "H", "H", "H", "O", "C", "O", "C", "C", "C", "H", "H", "H", "H", "H", "H", "O", "C", "O", "C", "C", "C", "H", "H", "H", "H", "H", "H", "O", "C", "O", "C", "C", "C", "H", "H", "H", "H", "H", "H", "O", "C", "O", "C", "C", "C", "H", "H", "H", "H", "H", "H"],
  "xyz": [[-9.91701, -0.44640, 0.60176], [-8.91336, -1.11299, 0.57471], [-7.60657, -0.69802, 0.58050], [-7.28348, 0.64877, 0.37824], [-7.36316, 1.15404, -1.05583], [-8.91086, -2.61734, 0.89548], [-6.31976, 0.99043, 0.75587], [-7.86510, 1.29927, 1.03143], [-8.32536, 1.20288, -1.56562], [-7.03287, 0.39277, -1.76257], [-6.78958, 2.06827, -1.20836], [-9.93977, -2.97222, 0.83634], [-8.55436, -2.89901, 1.88626], [-8.25774, -3.24188, 0.28597], [7.73997, -6.34503, -1.51007], [8.42789, -5.28609, -1.55196], [9.60524, -5.21882, -1.97050], [10.48471, -6.35677, -2.30312], [11.96871, -6.01179, -1.89395], [7.98873, -3.92668, -1.13873], [10.38532, -6.76563, -3.30862], [10.21264, -7.18435, -1.64800], [12.04037, -5.28408, -1.08562], [12.40192, -5.62868, -2.81789], [12.37459, -6.95746, -1.53469], [7.74535, -3.25580, -1.96261], [8.56055, -3.27560, -0.47750], [6.99102, -4.00066, -0.70607], [4.97983, 4.24201, -2.09957], [4.89599, 4.95750, -1.08042], [5.78699, 4.77904, -0.04176], [5.50186, 5.58197, 1.02123], [4.05615, 5.89244, 0.79338], [3.82709, 5.95822, -0.74864], [6.15078, 6.45103, 0.91294], [5.64363, 5.08366, 1.98023], [3.67646, 6.85400, 1.13882], [3.31696, 5.14234, 1.07454], [4.20478, 6.90908, -1.12455], [2.80433, 5.77266, -1.07672], [2.24165, -8.67920, -10.31527], [2.05478, -8.52971, -9.09715], [2.86114, -8.95772, -8.12267], [2.63240, -8.14160, -6.90705], [1.13007, -7.75781, -7.03026], [0.90404, -7.71039, -8.51005], [3.30486, -7.28551, -6.85233], [2.84680, -8.74355, -6.02399], [0.85575, -6.77503, -6.64684], [0.63367, -8.48495, -6.38764], [1.02132, -6.68682, -8.86592], [-0.11689, -8.00945, -8.74745], [-0.84084, 0.47772, -2.35651], [-0.58413, -0.20133, -1.40520], [-0.40587, 0.36401, -0.25587], [-0.18938, -0.50054, 0.86830], [-0.39971, -1.89394, 0.26670], [-0.52217, -1.66788, -1.25420], [-0.91227, -0.13655, 1.59842], [0.81479, -0.33229, 1.25747], [-1.26680, -2.33253, 0.76053], [0.43205, -2.57109, 0.46094], [-1.50106, -2.03367, -1.56415], [0.28951, -1.98334, -1.90976], [-1.23270, 4.65961, 11.20562], [-1.41951, 4.09620, 10.15508], [-0.55694, 4.24955, 9.11006], [-1.12494, 3.82890, 7.93170], [-2.60831, 3.57846, 8.19922], [-2.65469, 3.35252, 9.74152], [-0.58292, 2.96768, 7.54105], [-1.05102, 4.63487, 7.20160], [-2.89887, 2.77420, 7.52331], [-3.25144, 4.43226, 7.98587], [-2.80933, 2.29713, 9.96588], [-3.47644, 3.80034, 10.30036], [-7.32370, -0.86203, 9.49635], [-6.67233, -1.75714, 8.98664], [-6.49115, -1.69403, 7.70924], [-5.76160, -2.81169, 7.29363], [-5.79809, -3.78589, 8.48394], [-5.95155, -2.92585, 9.63165], [-4.76462, -2.56342, 6.92964], [-6.20921, -3.15079, 6.35942], [-4.76537, -4.09666, 8.64204], [-6.46868, -4.60027, 8.20977], [-4.95891, -2.59600, 9.93821], [-6.54305, -3.18769, 10.50896], [-4.29510, 11.09750, -0.28794], [-3.99552, 10.13321, 0.39521], [-3.66365, 8.84436, -0.09196], [-3.48859, 7.87831, 0.96417], [-3.07965, 8.77888, 2.10255], [-3.72915, 10.14599, 1.89816], [-2.68479, 7.17251, 0.75472], [-4.40235, 7.35098, 1.23814], [-1.99326, 8.85673, 2.14504], [-3.41563, 8.23901, 2.98785], [-3.09360, 10.94831, 2.27294], [-4.69415, 10.08462, 2.40129], [5.50164, -1.25231, -7.95546], [4.53804, -0.57762, -8.29734], [3.21942, -1.03552, -8.10654], [2.37550, -0.08707, -8.69779], [3.31531, 0.70924, -9.71880], [4.64994, 0.68307, -9.04506], [1.93513, 0.61357, -7.98836], [1.60985, -0.55142, -9.31928], [3.00287, 1.70062, -10.04692], [3.47191, 0.12586, -10.62613], [4.82961, 1.47532, -8.31831], [5.48502, 0.70368, -9.74528]],
  "forces_ev_per_angstrom": [[1.218, 0.066, -0.752], [0.295, -0.920, 2.135], [-0.163, -0.419, -0.488], [-0.712, 2.708, -0.098], [-0.309, -1.116, -1.183], [-0.414, -0.360, -0.434], [0.662, -1.479, -0.035], [-0.931, -0.205, -0.088], [-0.744, 0.824, 1.042], [1.295, -0.218, 0.266], [-0.139, -0.087, 0.044], [0.105, -0.011, -0.179], [-0.028, 0.848, 0.324], [-0.131, 0.369, -0.558], [1.710, 3.065, 0.027], [-4.309, -3.252, 1.080], [5.229, -0.193, -2.205], [0.219, -0.366, 2.313], [-1.796, -0.100, -1.156], [-2.515, 1.257, 0.427], [-0.191, 0.799, -0.164], [-0.546, 0.105, -0.004], [-0.241, 0.004, -0.165], [0.763, -0.056, 0.439], [0.469, 0.178, -0.364], [0.486, -0.340, -0.665], [0.656, -0.785, 0.047], [0.057, -0.312, 0.385], [-0.001, 2.385, 3.096], [0.238, -3.637, -3.608], [0.294, -1.833, -2.778], [-0.910, 1.316, 0.935], [-2.956, 1.947, -0.696], [2.032, 0.034, 1.331], [-0.102, 0.360, 0.596], [0.335, -0.091, -0.167], [0.323, -0.090, 0.799], [0.553, -0.317, 0.798], [-0.254, 0.206, -0.180], [0.449, -0.283, -0.133], [-0.159, -0.158, 3.423], [-0.725, 0.383, -3.503], [0.534, 0.668, 0.796], [-0.699, -0.095, -0.291], [1.046, 0.447, 1.361], [-0.171, -0.391, 0.064], [0.106, -0.027, -0.587], [-0.070, -0.244, -0.320], [0.455, -0.040, 0.495], [-0.678, -0.176, -0.750], [0.047, -0.005, -0.116], [0.324, -0.356, -0.574], [0.088, -0.281, -0.935], [-0.802, 0.449, -0.971], [0.793, 2.115, 2.534], [0.088, 0.361, -0.922], [0.611, -0.614, 0.384], [-0.857, -0.523, 0.397], [0.001, -0.585, 0.185], [0.016, 0.018, -0.081], [-0.163, -0.182, -0.561], [0.037, 0.146, 0.256], [0.314, -0.275, -0.572], [-0.130, -0.624, 0.286], [0.053, -0.803, -0.798], [0.546, 0.767, 1.398], [0.461, 0.429, 1.829], [-0.806, 0.269, -1.653], [-0.452, -0.267, 0.392], [-0.781, -0.371, -1.130], [-0.135, -0.200, 0.052], [0.326, -0.004, -0.119], [-0.479, -0.219, 0.531], [0.340, 0.161, -0.303], [1.026, -0.111, 0.288], [-0.111, 0.348, -0.484], [0.551, -1.250, 0.428], [-1.468, 3.255, 3.057], [0.535, -0.021, -2.133], [0.352, -0.858, -1.456], [2.217, -1.873, -2.364], [-1.840, 2.234, 1.340], [0.340, 0.473, 0.661], [-0.440, -0.498, 0.275], [-0.199, -1.318, -0.806], [-0.071, 0.014, 0.827], [-0.191, 0.285, 0.317], [0.226, -0.444, -0.146], [0.421, -2.623, 0.910], [0.965, 1.021, -0.718], [-1.138, 0.956, -0.710], [0.275, 1.630, 0.188], [0.580, -0.716, 1.390], [-0.321, -1.743, -0.135], [-0.262, 0.077, -0.551], [-0.222, 0.009, -0.591], [0.007, 0.069, -0.006], [0.233, 0.497, 0.515], [-0.454, 0.167, -0.364], [-0.086, 0.656, 0.070], [-2.248, 1.065, -0.189], [2.441, -3.544, 1.188], [1.947, 0.838, -0.063], [0.129, 1.797, -2.402], [-0.722, -0.041, -0.021], [-0.311, 0.837, 0.135], [-0.016, -0.232, 0.254], [-0.147, -0.293, 0.522], [-0.381, -0.083, 0.337], [-0.524, -0.210, -0.087], [-0.197, 0.208, 0.060], [0.024, -0.352, 0.281]]
}